# 1
Here is a gas-phase ion, C10H18NP2 (charge +1) in a non-equilibrium geometry from the Open Molecules 2025 dataset. Energies are from the ωB97M-V functional and the def2-TZVPD basis.

The energy is -30719.2687 eV. As for the HOMO energy (spin up / spin down): -12.692 / -12.693 eV. The energy relative to the best compared isomer or geometry (same formula, charge and spin) is 196.4 kJ/mol. For the molecular weight, the calculation gives 214.21 g mol⁻¹. Its net charge is +1. Its largest force on an atom is 4.86 eV/A.

Bonds (Å) are listed after each position.
CARTESIAN COORDINATES (ANGSTROEM)
1 C 0.944 -1.944 1.129  P12 1.797, H14 1.108, H27 1.127
2 C 2.833 0.662 -1.067  C4 1.605, C6 1.578, H15 1.040, H16 1.121
3 C -2.807 -0.275 0.691  C5 1.532, C7 1.498, H17 1.170, H18 1.048
4 C 1.546 1.576 -0.777  C2 1.605, C8 1.519, H19 1.145, H20 1.065
5 C -1.570 0.428 1.257  C3 1.532, C9 1.434, H21 1.111, H22 1.119
6 C 3.061 -0.233 0.212  C2 1.578, P12 1.867, H23 1.102, H24 1.060
7 C -2.269 -1.527 0.069  C3 1.498, P13 1.874, H25 1.042, H26 1.101
8 C 0.499 0.742 -0.059  C4 1.519, C9 1.406, P12 1.823
9 C -0.845 1.065 0.196  C5 1.434, C8 1.406, C10 1.487
10 C -1.572 1.992 -0.711  C9 1.487, H28 1.030, H29 1.177, H30 1.096
11 N 0.228 -2.125 -0.847  P13 1.567, H31 1.077
12 P 1.452 -0.220 1.160  C1 1.797, C6 1.867, C8 1.823
13 P -0.930 -1.123 -1.177  C7 1.874, N11 1.567
14 H 0.053 -2.277 1.696  C1 1.108
15 H 2.592 0.046 -1.869  C2 1.040
16 H 3.761 1.292 -1.055  C2 1.121
17 H -3.537 -0.654 1.523  C3 1.170
18 H -3.225 0.413 0.020  C3 1.048
19 H 1.801 2.528 -0.193  C4 1.145
20 H 1.329 1.996 -1.731  C4 1.065
21 H -1.914 1.282 1.880  C5 1.111
22 H -0.961 -0.279 1.876  C5 1.119
23 H 3.218 -1.226 -0.240  C6 1.102
24 H 3.706 0.268 0.889  C6 1.060
25 H -1.799 -2.083 0.815  C7 1.042
26 H -2.929 -2.288 -0.376  C7 1.101
27 H 1.709 -2.762 1.005  C1 1.127
28 H -1.735 1.694 -1.683  C10 1.030
29 H -1.096 3.069 -0.740  C10 1.177
30 H -2.587 2.194 -0.349  C10 1.096
31 H 1.043 -2.232 -1.543  N11 1.077

Want to see where the charge sits? The Mulliken charges in e are: atom 1 (C): -0.488, atom 2 (C): -0.847, atom 3 (C): -0.605, atom 4 (C): -0.922, atom 5 (C): -0.528, atom 6 (C): -0.638, atom 7 (C): -0.651, atom 8 (C): 0.802, atom 9 (C): 0.171, atom 10 (C): -1.839, atom 11 (N): -0.432, atom 12 (P): -0.076, atom 13 (P): 0.163, atom 14 (H): 0.378, atom 15 (H): 0.406, atom 16 (H): 0.333, atom 17 (H): 0.321, atom 18 (H): 0.448, atom 19 (H): 0.376, atom 20 (H): 0.416, atom 21 (H): 0.317, atom 22 (H): 0.314, atom 23 (H): 0.336, atom 24 (H): 0.502, atom 25 (H): 0.274, atom 26 (H): 0.484, atom 27 (H): 0.388, atom 28 (H): 0.462, atom 29 (H): 0.343, atom 30 (H): 0.466, atom 31 (H): 0.324



# 2
Here is 2 unconnected molecules or ions with the total composition C3H8FP in a non-equilibrium geometry from the Open Molecules 2025 dataset. Energies are from the ωB97M-V functional and the def2-TZVPD basis.

The SMILES is C=C(C)F.P. The energy is -15245.1209 eV. As for the HOMO energy: -9.773 eV. The energy relative to the best compared isomer or geometry (same formula, charge and spin) is 223.7 kJ/mol. For the molecular weight, the calculation gives 94.07 g mol⁻¹. Its largest force on an atom is 3.01 eV/A.

Bonds (Å) are listed after each position.
CARTESIAN COORDINATES (ANGSTROEM)
1 C 1.138 -1.849 0.001  C2 1.287, H5 1.028, H6 1.053
2 C 1.526 -0.666 -0.325  C1 1.287, C3 1.481, F4 1.377
3 C 0.920 0.290 -1.279  C2 1.481, H7 1.035, H8 1.062, H9 1.109
4 F 2.790 -0.289 0.069  C2 1.377
5 H 0.179 -2.159 -0.199  C1 1.028
6 H 1.701 -2.500 0.607  C1 1.053
7 H 0.076 -0.153 -1.681  C3 1.035
8 H 0.812 1.190 -0.726  C3 1.062
9 H 1.590 0.725 -2.047  C3 1.109
10 P -2.762 -0.142 0.569  H11 1.384, H12 1.396, H13 1.423
11 H -2.275 -0.034 -0.722  P10 1.384
12 H -2.864 -1.526 0.415  P10 1.396
13 H -4.136 0.062 0.257  P10 1.423

Want to see where the charge sits? The Mulliken charges in e are: atom 1 (C): -0.859, atom 2 (C): 0.727, atom 3 (C): -1.038, atom 4 (F): -0.284, atom 5 (H): 0.240, atom 6 (H): 0.298, atom 7 (H): 0.285, atom 8 (H): 0.293, atom 9 (H): 0.331, atom 10 (P): -0.078, atom 11 (H): -0.007, atom 12 (H): 0.036, atom 13 (H): 0.055